Record 1
A structure of composition C33H45AsN3PtSi. Source: OMol25; level of theory: ωB97M-V with the def2-TZVPD basis set.

Cartesian coordinates (Å):
Pt  0.011  0.599  0.584
As  -2.304  0.516  0.897
Si  1.227  0.967  -2.420
N  0.823  -1.743  -1.806
N  0.660  1.624  3.521
N  0.641  0.556  2.697
C  1.481  2.386  5.743
C  0.935  2.016  -6.474
C  1.421  3.981  -5.161
C  2.753  1.322  -0.062
C  -4.378  -0.067  3.756
C  -6.741  -0.463  3.557
C  -0.397  -2.496  -1.618
C  -4.152  -0.795  2.590
C  5.195  0.728  -1.244
C  -2.909  2.188  1.661
C  2.796  1.037  -1.430
C  1.078  -4.543  -1.509
C  -2.751  -0.970  2.075
C  5.121  0.994  0.121
C  1.345  -0.397  3.318
C  1.420  3.215  -4.009
C  1.954  -2.211  -1.051
C  1.581  -1.719  2.676
C  1.330  1.376  4.663
C  -0.182  1.425  -1.341
C  0.927  1.250  -5.319
C  3.895  1.295  0.716
C  1.785  0.076  4.559
C  -0.117  -3.920  -2.204
C  1.179  3.381  -6.393
C  2.299  -3.646  -1.579
C  -3.309  0.283  -0.746
C  -6.520  -1.195  2.397
C  -5.232  -1.361  1.915
C  -5.667  0.097  4.237
C  1.017  -1.055  -2.893
C  1.172  1.839  -4.080
C  4.043  0.746  -2.013
H  -1.115  1.181  -1.847
H  1.615  5.044  -5.103
H  1.188  3.980  -7.294
H  -5.836  0.651  5.151
H  1.823  1.668  0.415
H  1.582  -2.517  3.417
H  0.521  2.597  6.215
H  6.024  0.989  0.718
H  1.633  3.692  -3.057
H  0.799  -1.930  1.941
H  -2.003  -1.002  2.866
H  2.358  -0.461  5.297
H  -0.599  -2.569  -0.550
H  3.845  1.540  1.770
H  2.788  -1.516  -1.181
H  0.737  0.183  -5.413
H  4.118  0.547  -3.079
H  2.680  -3.560  -2.601
H  -3.140  1.129  -1.404
H  -3.021  -0.650  -1.227
H  0.200  -1.125  -3.616
H  -3.542  0.351  4.307
H  -0.182  2.515  -1.211
H  -2.661  2.993  0.974
H  -7.353  -1.650  1.877
H  3.114  -4.023  -0.962
H  1.308  -5.505  -1.974
H  -2.663  -1.862  1.451
H  -1.220  -1.998  -2.128
H  0.050  -3.828  -3.281
H  -3.990  2.131  1.790
H  2.156  2.011  6.508
H  -1.026  -4.506  -2.065
H  0.831  -4.756  -0.465
H  1.886  3.321  5.355
H  2.555  -1.730  2.178
H  -7.745  -0.344  3.940
H  2.007  -1.214  -3.339
H  6.152  0.513  -1.701
H  -4.368  0.240  -0.492
H  -2.454  2.346  2.636
H  -5.067  -1.953  1.021
H  0.171  2.467  3.270
H  1.664  -2.265  0.000
H  0.751  1.553  -7.433

* total charge: +3
* energy: -4092.32807 a.u.
* HOMO level: -15.61 eV
* orbital gap: 3.28 eV

Löwdin analysis output, partial charges in e: number 1, Pt, carries 0.68; number 2, As, carries 1.08; number 3, Si, carries 0.73; number 4, N, carries -0.07; number 5, N, carries 0.05; number 6, N, carries -0.11; number 7, C, carries 0.01; number 8, C, carries -0.04; number 9, C, carries -0.04; number 10, C, carries -0.13; number 11, C, carries -0.06; number 12, C, carries -0.04; number 13, C, carries -0.08; number 14, C, carries -0.33; number 15, C, carries -0.03; number 16, C, carries -0.22; number 17, C, carries -0.28; number 18, C, carries -0.16; number 19, C, carries -0.29; number 20, C, carries -0.01; number 21, C, carries -0.34; number 22, C, carries -0.09; number 23, C, carries -0.08; number 24, C, carries -0.03; number 25, C, carries -0.26; number 26, C, carries -0.39; number 27, C, carries -0.10; number 28, C, carries -0.04; number 29, C, carries 0.05; number 30, C, carries -0.10; number 31, C, carries -0.02; number 32, C, carries -0.09; number 33, C, carries -0.23; number 34, C, carries -0.05; number 35, C, carries -0.06; number 36, C, carries -0.05; number 37, C, carries -0.06; number 38, C, carries -0.26; number 39, C, carries -0.07; number 40, H, carries -0.02; number 41, H, carries 0.13; number 42, H, carries 0.13; number 43, H, carries 0.12; number 44, H, carries 0.04; number 45, H, carries 0.10; number 46, H, carries 0.10; number 47, H, carries 0.13; number 48, H, carries 0.11; number 49, H, carries 0.04; number 50, H, carries 0.07; number 51, H, carries 0.13; number 52, H, carries 0.13; number 53, H, carries 0.12; number 54, H, carries 0.13; number 55, H, carries 0.09; number 56, H, carries 0.12; number 57, H, carries 0.13; number 58, H, carries 0.04; number 59, H, carries 0.02; number 60, H, carries 0.15; number 61, H, carries 0.12; number 62, H, carries 0.04; number 63, H, carries 0.04; number 64, H, carries 0.12; number 65, H, carries 0.14; number 66, H, carries 0.15; number 67, H, carries 0.08; number 68, H, carries 0.14; number 69, H, carries 0.14; number 70, H, carries 0.06; number 71, H, carries 0.10; number 72, H, carries 0.14; number 73, H, carries 0.14; number 74, H, carries 0.10; number 75, H, carries 0.09; number 76, H, carries 0.12; number 77, H, carries 0.16; number 78, H, carries 0.13; number 79, H, carries 0.05; number 80, H, carries 0.03; number 81, H, carries 0.11; number 82, H, carries 0.16; number 83, H, carries 0.11; number 84, H, carries 0.12

Record 2
A structure of composition C33H45Cl2MoO2P3. Source: OMol25; level of theory: ωB97M-V with the def2-TZVPD basis set.

Cartesian coordinates (Å):
Mo  0.278  -0.844  2.732
Cl  -0.768  -0.410  4.745
Cl  2.627  -0.006  3.474
P  1.651  -2.696  1.974
P  1.812  1.313  -3.021
P  -3.556  -2.264  0.355
O  -1.213  2.655  2.214
O  -2.547  0.785  0.008
C  0.516  0.698  1.769
C  -4.924  -1.111  0.082
C  4.259  0.650  -3.315
C  -0.375  -2.629  -3.857
C  -2.027  -1.398  0.822
C  -0.895  4.188  -1.479
C  -1.299  -1.870  1.959
C  1.365  -1.498  -2.575
C  0.787  2.672  -2.404
C  -0.338  0.118  0.978
C  -0.105  4.530  -3.715
C  -0.928  -1.383  -4.152
C  0.747  3.452  -3.562
C  -0.951  4.920  -2.672
C  0.746  -2.672  -3.019
C  4.064  1.999  -1.318
C  2.280  -3.122  3.635
C  -2.460  2.163  2.748
C  -0.341  -0.212  -3.672
C  -2.615  2.742  4.145
C  0.789  -4.216  1.432
C  -3.970  -3.365  1.718
C  3.430  1.281  -2.361
C  5.577  1.048  -3.481
C  0.909  -0.253  -3.039
C  -1.516  -0.228  0.123
C  5.423  2.333  -1.465
C  -0.372  3.101  3.316
C  3.125  -2.625  0.904
C  -3.246  -3.188  -1.164
C  6.181  1.917  -2.568
C  -1.166  2.976  4.612
C  -0.042  3.071  -1.307
H  -3.205  -4.147  1.804
H  -1.812  -1.319  -4.798
H  -4.202  -3.503  -1.615
H  -0.860  0.728  -3.820
H  0.522  2.467  3.342
H  2.845  -4.045  3.543
H  -1.746  -2.710  2.515
H  -1.056  3.868  5.232
H  7.210  2.266  -2.752
H  2.170  -1.591  -1.850
H  -1.556  4.536  -0.670
H  -2.634  -4.069  -0.920
H  1.492  -5.061  1.445
H  -4.951  -3.832  1.536
H  1.447  -3.232  4.339
H  -3.215  2.122  4.809
H  5.956  2.958  -0.739
H  3.836  -3.414  1.183
H  -0.788  -3.545  -4.318
H  -3.124  3.705  4.039
H  0.375  -4.063  0.424
H  -3.261  2.443  2.050
H  2.841  -2.745  -0.154
H  1.119  -3.667  -2.741
H  -2.402  1.058  2.799
H  -5.801  -1.659  -0.299
H  -5.186  -0.619  1.032
H  3.536  2.285  -0.406
H  1.078  1.622  1.658
H  -4.007  -2.783  2.648
H  6.119  0.699  -4.360
H  3.793  -0.057  -4.009
H  3.618  -1.646  1.009
H  -0.053  -4.411  2.113
H  -1.210  -0.481  -0.895
H  -0.079  5.049  -4.670
H  -4.613  -0.344  -0.643
H  2.928  -2.306  3.995
H  -0.056  2.620  -0.307
H  -1.603  5.798  -2.820
H  1.384  3.114  -4.388
H  -0.814  2.113  5.182
H  -2.692  -2.541  -1.861
H  -0.037  4.132  3.136
H  -2.216  1.584  -0.397

* total charge: +2
* expectation value of S²: 2.034
* energy: -3446.92128 a.u.
* HOMO level (spin up / spin down): -12.60 / -13.52 eV
* orbital gap (spin up / spin down): 7.29 / 5.38 eV
* 2S+1: 3

Löwdin analysis output, partial charges in e: number 1, Mo, carries 0.89; number 2, Cl, carries 0.10; number 3, Cl, carries -0.03; number 4, P, carries 0.72; number 5, P, carries 1.23; number 6, P, carries 0.90; number 7, O, carries -0.20; number 8, O, carries -0.02; number 9, C, carries -0.40; number 10, C, carries -0.16; number 11, C, carries -0.10; number 12, C, carries -0.06; number 13, C, carries -0.34; number 14, C, carries -0.05; number 15, C, carries -0.24; number 16, C, carries -0.08; number 17, C, carries -0.31; number 18, C, carries -0.13; number 19, C, carries -0.05; number 20, C, carries -0.07; number 21, C, carries -0.15; number 22, C, carries -0.03; number 23, C, carries -0.06; number 24, C, carries -0.03; number 25, C, carries -0.29; number 26, C, carries -0.22; number 27, C, carries -0.09; number 28, C, carries -0.15; number 29, C, carries -0.25; number 30, C, carries -0.18; number 31, C, carries -0.36; number 32, C, carries -0.05; number 33, C, carries -0.34; number 34, C, carries -0.36; number 35, C, carries -0.04; number 36, C, carries -0.19; number 37, C, carries -0.23; number 38, C, carries -0.16; number 39, C, carries -0.02; number 40, C, carries -0.17; number 41, C, carries -0.04; number 42, H, carries 0.06; number 43, H, carries 0.12; number 44, H, carries 0.07; number 45, H, carries 0.11; number 46, H, carries 0.07; number 47, H, carries 0.06; number 48, H, carries 0.03; number 49, H, carries 0.12; number 50, H, carries 0.13; number 51, H, carries 0.09; number 52, H, carries 0.12; number 53, H, carries 0.07; number 54, H, carries 0.06; number 55, H, carries 0.08; number 56, H, carries 0.05; number 57, H, carries 0.12; number 58, H, carries 0.13; number 59, H, carries 0.07; number 60, H, carries 0.13; number 61, H, carries 0.12; number 62, H, carries 0.04; number 63, H, carries 0.12; number 64, H, carries 0.03; number 65, H, carries 0.12; number 66, H, carries 0.08; number 67, H, carries 0.07; number 68, H, carries 0.08; number 69, H, carries 0.12; number 70, H, carries 0.06; number 71, H, carries 0.08; number 72, H, carries 0.12; number 73, H, carries 0.11; number 74, H, carries 0.04; number 75, H, carries 0.04; number 76, H, carries 0.13; number 77, H, carries 0.12; number 78, H, carries 0.06; number 79, H, carries -0.03; number 80, H, carries 0.09; number 81, H, carries 0.13; number 82, H, carries 0.10; number 83, H, carries 0.04; number 84, H, carries 0.04; number 85, H, carries 0.13; number 86, H, carries 0.08

Which of these has the lowest total charge? C33H45Cl2MoO2P3

The highest energy belongs to which entry? C33H45Cl2MoO2P3